## one
The following is a DFT calculation (ωB97M-V/def2-TZVPD) of a cluster of 9 separate species, C51H96ClN10O17PS in total.

## Properties
Gap between HOMO and LUMO in eV: 8.40
HOMO energy in eV: -8.59
Lowest unoccupied orbital energy in eV: -0.2
SMILES string: CCOCCCCC[C@@]1(CON=O)[C@@](CCCCl)(CCOC(C)=O)NC(=O)[C@@]1(CC(=O)c1ccccc1)P(O)(O)=S.CNC(C)=O.CNC(C)=O.CNC(C)=O.CNC(C)=O.CNC(C)=O.CNC(C)=O.CNC(C)=O.CNC(C)=O

Each atom is followed by the atoms it is bonded to, with distances in Å.
Element x y z (Å)
1 C 2.627 -2.110 3.381  C2 1.554, H42 1.082, H43 1.096, H44 1.081
2 C 2.111 -3.412 2.706  C1 1.554, O3 1.420, H45 1.096, H46 1.091
3 O 0.741 -3.237 2.376  C2 1.420, C4 1.413
4 C -0.083 -3.544 3.483  O3 1.413, C5 1.516, H47 1.102, H48 1.100
5 C -1.541 -3.403 3.089  C4 1.516, C6 1.550, H49 1.093, H50 1.090
6 C -1.885 -1.925 2.776  C5 1.550, C7 1.534, H51 1.097, H52 1.092
7 C -1.302 -1.476 1.429  C6 1.534, C8 1.541, H53 1.090, H54 1.091
8 C -1.892 -0.327 0.590  C7 1.541, C9 1.537, H55 1.093, H56 1.090
9 C -3.297 0.275 0.747  C8 1.537, C10 1.560, C14 1.568, C28 1.555
10 C -3.454 0.806 2.205  C9 1.560, O11 1.454, H57 1.088, H58 1.091
11 O -2.145 1.074 2.779  C10 1.454, N12 1.404
12 N -2.354 1.833 3.941  O11 1.404, O13 1.169
13 O -1.665 2.776 3.955  N12 1.169
14 C -3.374 1.582 -0.117  C9 1.568, C15 1.557, C19 1.551, N25 1.505
15 C -2.724 2.901 0.394  C14 1.557, C16 1.554, H59 1.090, H60 1.091
16 C -3.615 4.171 0.302  C15 1.554, C17 1.522, H61 1.090, H62 1.091
17 C -4.435 4.414 1.560  C16 1.522, Cl18 1.801, H63 1.089, H64 1.086
18 Cl -5.632 5.719 1.234  C17 1.801
19 C -3.076 1.593 -1.639  C14 1.551, C20 1.527, H65 1.087, H66 1.096
20 C -1.639 1.350 -2.097  C19 1.527, O21 1.462, H67 1.088, H68 1.091
21 O -1.515 1.975 -3.413  C20 1.462, C22 1.372
22 C -1.012 1.058 -4.301  O21 1.372, C23 1.515, O24 1.215
23 C -1.986 0.271 -5.152  C22 1.515, H69 1.090, H70 1.091, H71 1.087
24 O 0.180 0.854 -4.420  C22 1.215
25 N -4.862 1.794 -0.050  C14 1.505, C26 1.384, H72 1.010
26 C -5.573 0.733 0.484  N25 1.384, O27 1.212, C28 1.586
27 O -6.711 0.752 0.901  C26 1.212
28 C -4.596 -0.515 0.424  C9 1.555, C26 1.586, C29 1.543, P38 1.862
29 C -5.170 -1.603 1.354  C28 1.543, C30 1.520, H73 1.091, H74 1.092
30 C -4.603 -3.008 1.233  C29 1.520, O31 1.213, C32 1.512
31 O -3.654 -3.326 0.548  C30 1.213
32 C -5.336 -4.103 1.975  C30 1.512, C33 1.380, C37 1.363
33 C -6.716 -4.111 2.002  C32 1.380, C34 1.359, H75 1.082
34 C -7.389 -5.115 2.624  C33 1.359, C35 1.369, H76 1.082
35 C -6.708 -6.132 3.238  C34 1.369, C36 1.366, H77 1.082
36 C -5.342 -6.139 3.224  C35 1.366, C37 1.368, H78 1.080
37 C -4.678 -5.125 2.591  C32 1.363, C36 1.368, H79 1.083
38 P -4.976 -1.130 -1.292  C28 1.862, O39 1.624, O40 1.628, S41 1.931
39 O -6.057 -2.335 -1.165  P38 1.624, H80 0.969
40 O -5.843 -0.013 -2.099  P38 1.628, H81 0.971
41 S -3.505 -1.797 -2.350  P38 1.931
42 H 1.834 -1.379 3.307  C1 1.082
43 H 2.731 -2.319 4.452  C1 1.096
44 H 3.541 -1.734 2.945  C1 1.081
45 H 2.267 -4.287 3.347  C2 1.096
46 H 2.644 -3.603 1.775  C2 1.091
47 H 0.102 -4.599 3.740  C4 1.102
48 H 0.173 -2.953 4.375  C4 1.100
49 H -2.149 -3.702 3.946  C5 1.093
50 H -1.708 -3.999 2.192  C5 1.090
51 H -1.393 -1.359 3.576  C6 1.097
52 H -2.957 -1.785 2.933  C6 1.092
53 H -0.261 -1.219 1.622  C7 1.090
54 H -1.218 -2.369 0.807  C7 1.091
55 H -1.204 0.521 0.650  C8 1.093
56 H -1.814 -0.643 -0.451  C8 1.090
57 H -4.016 1.736 2.266  C10 1.088
58 H -3.929 0.093 2.880  C10 1.091
59 H -1.849 3.182 -0.191  C15 1.090
60 H -2.372 2.902 1.427  C15 1.091
61 H -4.198 4.221 -0.618  C16 1.090
62 H -2.909 5.001 0.258  C16 1.091
63 H -3.766 4.823 2.315  C17 1.089
64 H -4.942 3.532 1.940  C17 1.086
65 H -3.713 0.974 -2.265  C19 1.087
66 H -3.294 2.619 -1.957  C19 1.096
67 H -0.882 1.728 -1.413  C20 1.088
68 H -1.497 0.281 -2.265  C20 1.091
69 H -2.998 0.671 -5.093  C23 1.090
70 H -2.041 -0.764 -4.810  C23 1.091
71 H -1.637 0.228 -6.181  C23 1.087
72 H -5.275 2.191 -0.881  N25 1.010
73 H -5.181 -1.366 2.419  C29 1.091
74 H -6.225 -1.702 1.091  C29 1.092
75 H -7.256 -3.320 1.499  C33 1.082
76 H -8.471 -5.129 2.610  C34 1.082
77 H -7.237 -6.936 3.732  C35 1.082
78 H -4.760 -6.933 3.667  C36 1.080
79 H -3.596 -5.186 2.573  C37 1.083
80 H -6.108 -2.702 -2.060  O39 0.969
81 H -6.747 -0.038 -1.743  O40 0.971
82 C 1.117 8.248 2.006  N83 1.453, H87 1.091, H88 1.090, H89 1.085
83 N -0.055 7.394 1.911  C82 1.453, C84 1.354, H90 1.008
84 C -1.031 7.396 0.973  N83 1.354, C85 1.506, O86 1.225
85 C -0.921 8.398 -0.146  C84 1.506, H91 1.087, H92 1.092, H93 1.092
86 O -1.959 6.601 1.053  C84 1.225
87 H 2.009 7.619 1.989  C82 1.091
88 H 1.080 8.784 2.955  C82 1.090
89 H 1.166 8.965 1.193  C82 1.085
90 H -0.191 6.696 2.625  N83 1.008
91 H -1.769 8.279 -0.813  C85 1.087
92 H -0.928 9.414 0.254  C85 1.092
93 H -0.003 8.229 -0.713  C85 1.092
94 C 1.859 -3.602 -6.741  N95 1.449, H99 1.092, H100 1.091, H101 1.085
95 N 2.238 -4.061 -5.420  C94 1.449, C96 1.361, H102 1.010
96 C 2.091 -3.414 -4.231  N95 1.361, C97 1.509, O98 1.222
97 C 1.460 -2.043 -4.256  C96 1.509, H103 1.086, H104 1.090, H105 1.091
98 O 2.465 -3.939 -3.193  C96 1.222
99 H 1.146 -4.306 -7.177  C94 1.092
100 H 2.744 -3.567 -7.378  C94 1.091
101 H 1.407 -2.616 -6.704  C94 1.085
102 H 2.671 -4.970 -5.340  N95 1.010
103 H 1.411 -1.658 -3.242  C97 1.086
104 H 2.054 -1.357 -4.858  C97 1.090
105 H 0.446 -2.100 -4.655  C97 1.091
106 C 3.357 3.800 3.929  N107 1.451, H111 1.091, H112 1.092, H113 1.085
107 N 3.355 2.376 3.651  C106 1.451, C108 1.362, H114 1.008
108 C 2.729 1.715 2.638  N107 1.362, C109 1.510, O110 1.220
109 C 1.924 2.535 1.659  C108 1.510, H115 1.086, H116 1.092, H117 1.091
110 O 2.823 0.502 2.541  C108 1.220
111 H 4.383 4.171 3.908  C106 1.091
112 H 2.946 3.973 4.926  C106 1.092
113 H 2.768 4.347 3.201  C106 1.085
114 H 3.872 1.768 4.266  N107 1.008
115 H 1.490 1.869 0.919  C109 1.086
116 H 1.115 3.059 2.173  C109 1.092
117 H 2.564 3.256 1.147  C109 1.091
118 C -0.273 5.441 6.492  N119 1.454, H123 1.091, H124 1.091, H125 1.084
119 N 1.021 6.034 6.198  C118 1.454, C120 1.362, H126 1.008
120 C 1.422 7.323 6.379  N119 1.362, C121 1.509, O122 1.220
121 C 0.422 8.294 6.959  C120 1.509, H127 1.086, H128 1.091, H129 1.091
122 O 2.554 7.661 6.076  C120 1.220
123 H -0.143 4.629 7.209  C118 1.091
124 H -0.700 5.030 5.576  C118 1.091
125 H -0.959 6.172 6.906  C118 1.084
126 H 1.738 5.444 5.809  N119 1.008
127 H 0.890 9.270 7.040  C121 1.086
128 H -0.450 8.379 6.309  C121 1.091
129 H 0.111 7.973 7.954  C121 1.091
130 C 6.242 -8.144 -2.870  N131 1.448, H135 1.091, H136 1.090, H137 1.085
131 N 5.846 -7.804 -4.221  C130 1.448, C132 1.352, H138 1.010
132 C 4.647 -7.352 -4.653  N131 1.352, C133 1.507, O134 1.228
133 C 3.554 -7.162 -3.633  C132 1.507, H139 1.085, H140 1.091, H141 1.090
134 O 4.466 -7.104 -5.842  C132 1.228
135 H 7.089 -7.518 -2.584  C130 1.091
136 H 6.555 -9.188 -2.848  C130 1.090
137 H 5.430 -7.995 -2.166  C130 1.085
138 H 6.534 -7.910 -4.952  N131 1.010
139 H 2.665 -6.795 -4.137  C133 1.085
140 H 3.310 -8.109 -3.148  C133 1.091
141 H 3.853 -6.427 -2.886  C133 1.090
142 C -1.718 -8.220 -1.638  N143 1.450, H147 1.092, H148 1.092, H149 1.084
143 N -1.182 -7.630 -0.427  C142 1.450, C144 1.363, H150 1.007
144 C -1.261 -6.334 -0.013  N143 1.363, C145 1.509, O146 1.220
145 C -1.996 -5.362 -0.903  C144 1.509, H151 1.081, H152 1.092, H153 1.091
146 O -0.752 -5.997 1.043  C144 1.220
147 H -2.417 -9.016 -1.374  C142 1.092
148 H -0.903 -8.652 -2.222  C142 1.092
149 H -2.234 -7.481 -2.242  C142 1.084
150 H -0.680 -8.226 0.213  N143 1.007
151 H -1.977 -4.380 -0.453  C145 1.081
152 H -1.517 -5.303 -1.883  C145 1.092
153 H -3.036 -5.671 -1.015  C145 1.091
154 C 1.559 11.806 -3.070  N155 1.452, H159 1.091, H160 1.091, H161 1.084
155 N 0.904 11.425 -1.831  C154 1.452, C156 1.359, H162 1.008
156 C 0.757 12.159 -0.697  N155 1.359, C157 1.509, O158 1.222
157 C 1.334 13.553 -0.685  C156 1.509, H163 1.086, H164 1.091, H165 1.091
158 O 0.175 11.691 0.270  C156 1.222
159 H 0.840 11.751 -3.889  C154 1.091
160 H 2.374 11.109 -3.276  C154 1.091
161 H 1.958 12.812 -3.015  C154 1.084
162 H 0.495 10.506 -1.771  N155 1.008
163 H 1.136 14.006 0.282  C157 1.086
164 H 2.413 13.520 -0.840  C157 1.091
165 H 0.868 14.165 -1.458  C157 1.091
166 C 11.616 -6.805 -3.895  N167 1.452, H171 1.091, H172 1.091, H173 1.084
167 N 10.460 -7.682 -3.942  C166 1.452, C168 1.356, H174 1.008
168 C 9.453 -7.697 -4.849  N167 1.356, C169 1.509, O170 1.224
169 C 9.502 -6.688 -5.970  C168 1.509, H175 1.086, H176 1.091, H177 1.091
170 O 8.542 -8.508 -4.745  C168 1.224
171 H 12.526 -7.406 -3.946  C166 1.091
172 H 11.614 -6.257 -2.952  C166 1.091
173 H 11.611 -6.098 -4.717  C166 1.084
174 H 10.363 -8.382 -3.222  N167 1.008
175 H 8.632 -6.827 -6.606  C169 1.086
176 H 9.482 -5.673 -5.571  C169 1.091
177 H 10.400 -6.831 -6.572  C169 1.091



## two
The following is a DFT calculation (ωB97M-V/def2-TZVPD) of a cluster of 9 separate species, C51H96ClN10O17PS in total.

## Properties
Gap between HOMO and LUMO in eV: 8.30
HOMO energy in eV: -8.53
Lowest unoccupied orbital energy in eV: -0.2
SMILES string: CCOCCCCC[C@@]1(CON=O)[C@@](CCCCl)(CCOC(C)=O)NC(=O)[C@@]1(CC(=O)c1ccccc1)P(O)(O)=S.CNC(C)=O.CNC(C)=O.CNC(C)=O.CNC(C)=O.CNC(C)=O.CNC(C)=O.CNC(C)=O.CNC(C)=O

Each atom is followed by the atoms it is bonded to, with distances in Å.
Element x y z (Å)
1 C 3.230 3.565 1.504  C2 1.596, H42 1.117, H43 1.129, H44 1.110
2 C 2.497 4.484 0.424  C1 1.596, O3 1.436, H45 1.121, H46 1.126
3 O 2.170 3.644 -0.694  C2 1.436, C4 1.439
4 C 3.318 3.590 -1.560  O3 1.439, C5 1.567, H47 1.126, H48 1.127
5 C 2.991 2.765 -2.851  C4 1.567, C6 1.596, H49 1.118, H50 1.116
6 C 2.756 1.222 -2.516  C5 1.596, C7 1.557, H51 1.131, H52 1.116
7 C 1.395 0.961 -1.809  C6 1.557, C8 1.555, H53 1.129, H54 1.129
8 C 0.636 -0.394 -1.875  C7 1.555, C9 1.559, H55 1.130, H56 1.128
9 C 0.890 -1.520 -2.924  C8 1.559, C10 1.601, C14 1.593, C28 1.589
10 C 2.416 -1.990 -2.812  C9 1.601, O11 1.472, H57 1.114, H58 1.115
11 O 2.971 -1.669 -1.488  C10 1.472, N12 1.385
12 N 4.151 -2.387 -1.388  O11 1.385, O13 1.179
13 O 4.165 -3.033 -0.402  N12 1.179
14 C 0.088 -2.817 -2.463  C9 1.593, C15 1.579, C19 1.576, N25 1.519
15 C 0.609 -3.777 -1.322  C14 1.579, C16 1.604, H59 1.127, H60 1.116
16 C 0.581 -5.335 -1.699  C15 1.604, C17 1.571, H61 1.115, H62 1.127
17 C 1.928 -5.830 -2.337  C16 1.571, Cl18 1.826, H63 1.125, H64 1.114
18 Cl 1.657 -7.519 -2.975  C17 1.826
19 C -1.468 -2.811 -2.211  C14 1.576, C20 1.569, H65 1.113, H66 1.133
20 C -2.011 -2.033 -0.962  C19 1.569, O21 1.473, H67 1.115, H68 1.127
21 O -3.311 -2.644 -0.638  C20 1.473, C22 1.403
22 C -4.237 -1.592 -0.574  O21 1.403, C23 1.569, O24 1.200
23 C -5.107 -1.190 -1.816  C22 1.569, H69 1.120, H70 1.126, H71 1.123
24 O -4.401 -0.946 0.424  C22 1.200
25 N 0.226 -3.612 -3.749  C14 1.519, C26 1.437, H72 1.019
26 C 0.767 -2.893 -4.870  N25 1.437, O27 1.200, C28 1.618
27 O 1.239 -3.350 -5.874  C26 1.200
28 C 0.575 -1.336 -4.471  C9 1.589, C26 1.618, C29 1.571, P38 1.874
29 C 1.485 -0.480 -5.424  C28 1.571, C30 1.565, H73 1.116, H74 1.129
30 C 1.229 1.063 -5.454  C29 1.565, O31 1.205, C32 1.568
31 O 0.476 1.675 -4.738  C30 1.205
32 C 1.948 1.903 -6.566  C30 1.568, C33 1.480, C37 1.444
33 C 2.047 1.343 -7.933  C32 1.480, C34 1.449, H75 1.110
34 C 2.660 2.108 -9.000  C33 1.449, C35 1.457, H76 1.110
35 C 3.197 3.439 -8.751  C34 1.457, C36 1.448, H77 1.113
36 C 3.120 4.011 -7.422  C35 1.448, C37 1.467, H78 1.115
37 C 2.491 3.225 -6.356  C32 1.444, C36 1.467, H79 1.116
38 P -1.158 -1.065 -5.129  C28 1.874, O39 1.689, O40 1.692, S41 1.941
39 O -1.150 -0.338 -6.655  P38 1.689, H80 0.977
40 O -1.891 -2.545 -5.499  P38 1.692, H81 0.982
41 S -2.319 0.065 -4.060  P38 1.941
42 H 3.174 2.512 1.134  C1 1.117
43 H 4.324 3.837 1.457  C1 1.129
44 H 2.802 3.654 2.524  C1 1.110
45 H 3.126 5.365 0.131  C2 1.121
46 H 1.534 4.899 0.836  C2 1.126
47 H 3.516 4.652 -1.878  C4 1.126
48 H 4.249 3.240 -1.028  C4 1.127
49 H 3.885 2.812 -3.520  C5 1.118
50 H 2.051 3.174 -3.292  C5 1.116
51 H 3.585 0.973 -1.788  C6 1.131
52 H 2.988 0.649 -3.445  C6 1.116
53 H 1.566 1.190 -0.716  C7 1.129
54 H 0.698 1.791 -2.126  C7 1.129
55 H 0.709 -0.888 -0.862  C8 1.130
56 H -0.459 -0.132 -1.954  C8 1.128
57 H 2.559 -3.088 -2.941  C10 1.114
58 H 3.100 -1.484 -3.534  C10 1.115
59 H -0.027 -3.746 -0.391  C15 1.127
60 H 1.648 -3.620 -0.946  C15 1.116
61 H -0.334 -5.632 -2.263  C16 1.115
62 H 0.515 -5.873 -0.710  C16 1.127
63 H 2.669 -5.944 -1.499  C17 1.125
64 H 2.335 -5.163 -3.131  C17 1.114
65 H -2.123 -2.534 -3.066  C19 1.113
66 H -1.732 -3.892 -1.999  C19 1.133
67 H -1.320 -2.034 -0.086  C20 1.115
68 H -2.262 -0.977 -1.267  C20 1.127
69 H -5.032 -1.953 -2.632  C23 1.120
70 H -4.761 -0.217 -2.264  C23 1.126
71 H -6.176 -1.010 -1.519  C23 1.123
72 H -0.583 -4.186 -3.980  N25 1.019
73 H 2.588 -0.606 -5.319  C29 1.116
74 H 1.267 -0.833 -6.475  C29 1.129
75 H 1.617 0.339 -8.128  C33 1.110
76 H 2.694 1.690 -10.028  C34 1.110
77 H 3.665 4.034 -9.566  C35 1.113
78 H 3.481 5.037 -7.176  C36 1.115
79 H 2.425 3.728 -5.362  C37 1.116
80 H -2.088 -0.119 -6.818  O39 0.977
81 H -1.493 -2.839 -6.348  O40 0.982
82 C 2.077 -7.371 4.272  N83 1.451, H87 1.092, H88 1.091, H89 1.087
83 N 2.041 -7.010 2.868  C82 1.451, C84 1.356, H90 1.009
84 C 1.142 -7.384 1.924  N83 1.356, C85 1.504, O86 1.226
85 C 0.017 -8.290 2.344  C84 1.504, H91 1.089, H92 1.092, H93 1.092
86 O 1.264 -6.983 0.772  C84 1.226
87 H 2.026 -6.454 4.863  C82 1.092
88 H 3.026 -7.872 4.472  C82 1.091
89 H 1.257 -8.027 4.551  C82 1.087
90 H 2.764 -6.403 2.512  N83 1.009
91 H -0.616 -8.501 1.484  C85 1.089
92 H 0.416 -9.234 2.721  C85 1.092
93 H -0.590 -7.803 3.111  C85 1.092
94 C -6.787 3.784 0.197  N95 1.448, H99 1.092, H100 1.092, H101 1.087
95 N -5.481 4.366 0.427  C94 1.448, C96 1.362, H102 1.011
96 C -4.289 3.726 0.583  N95 1.362, C97 1.507, O98 1.223
97 C -4.284 2.221 0.515  C96 1.507, H103 1.088, H104 1.091, H105 1.092
98 O -3.268 4.372 0.771  C96 1.223
99 H -7.180 4.171 -0.745  C94 1.092
100 H -7.451 4.089 1.008  C94 1.092
101 H -6.748 2.699 0.153  C94 1.087
102 H -5.410 5.373 0.486  N95 1.011
103 H -3.268 1.858 0.656  C97 1.088
104 H -4.912 1.805 1.304  C97 1.091
105 H -4.638 1.888 -0.463  C97 1.092
106 C 4.026 -1.195 4.883  N107 1.449, H111 1.092, H112 1.092, H113 1.086
107 N 3.693 0.045 4.211  C106 1.449, C108 1.361, H114 1.009
108 C 2.648 0.297 3.375  N107 1.361, C109 1.507, O110 1.222
109 C 1.691 -0.830 3.083  C108 1.507, H115 1.088, H116 1.092, H117 1.092
110 O 2.509 1.408 2.887  C108 1.222
111 H 4.032 -1.016 5.960  C106 1.092
112 H 5.027 -1.502 4.570  C106 1.092
113 H 3.319 -1.987 4.653  C106 1.086
114 H 4.289 0.845 4.358  N107 1.009
115 H 0.916 -0.476 2.405  C109 1.088
116 H 2.217 -1.659 2.605  C109 1.092
117 H 1.215 -1.169 4.005  C109 1.092
118 C 6.653 -5.247 2.143  N119 1.451, H123 1.092, H124 1.092, H125 1.086
119 N 6.300 -5.324 3.548  C118 1.451, C120 1.362, H126 1.009
120 C 6.452 -6.375 4.401  N119 1.362, C121 1.507, O122 1.222
121 C 7.060 -7.642 3.860  C120 1.507, H127 1.088, H128 1.092, H129 1.091
122 O 6.098 -6.270 5.566  C120 1.222
123 H 7.369 -4.434 2.008  C118 1.092
124 H 5.751 -5.023 1.569  C118 1.092
125 H 7.089 -6.174 1.780  C118 1.086
126 H 5.887 -4.512 3.983  N119 1.009
127 H 7.114 -8.382 4.656  C121 1.088
128 H 6.442 -8.044 3.055  C121 1.092
129 H 8.072 -7.450 3.497  C121 1.091
130 C -3.024 9.699 2.728  N131 1.446, H135 1.092, H136 1.091, H137 1.087
131 N -4.367 9.238 2.452  C130 1.446, C132 1.355, H138 1.011
132 C -4.776 8.367 1.498  N131 1.355, C133 1.505, O134 1.228
133 C -3.735 7.779 0.584  C132 1.505, H139 1.088, H140 1.092, H141 1.091
134 O -5.965 8.077 1.397  C132 1.228
135 H -2.775 9.436 3.757  C130 1.092
136 H -3.007 10.786 2.625  C130 1.091
137 H -2.293 9.260 2.054  C130 1.087
138 H -5.119 9.591 3.027  N131 1.011
139 H -4.215 7.104 -0.121  C133 1.088
140 H -3.237 8.570 0.019  C133 1.092
141 H -3.005 7.210 1.162  C133 1.091
142 C -2.057 6.755 -4.907  N143 1.448, H147 1.092, H148 1.092, H149 1.086
143 N -0.862 6.494 -4.132  C142 1.448, C144 1.363, H150 1.009
144 C -0.382 5.295 -3.698  N143 1.363, C145 1.506, O146 1.222
145 C -1.164 4.056 -4.049  C144 1.506, H151 1.084, H152 1.092, H153 1.092
146 O 0.652 5.251 -3.048  C144 1.222
147 H -1.768 7.254 -5.835  C142 1.092
148 H -2.705 7.421 -4.334  C142 1.092
149 H -2.597 5.842 -5.143  C142 1.086
150 H -0.287 7.277 -3.860  N143 1.009
151 H -0.663 3.186 -3.639  C145 1.084
152 H -2.168 4.110 -3.623  C145 1.092
153 H -1.219 3.943 -5.134  C145 1.092
154 C -3.025 -10.583 5.762  N155 1.450, H159 1.092, H160 1.092, H161 1.086
155 N -1.756 -10.461 5.072  C154 1.450, C156 1.360, H162 1.009
156 C -0.624 -11.191 5.255  N155 1.360, C157 1.506, O158 1.223
157 C -0.647 -12.278 6.298  C156 1.506, H163 1.088, H164 1.091, H165 1.091
158 O 0.371 -10.958 4.583  C156 1.223
159 H -3.803 -10.795 5.025  C154 1.092
160 H -3.250 -9.632 6.248  C154 1.092
161 H -3.011 -11.373 6.507  C154 1.086
162 H -1.666 -9.753 4.358  N155 1.009
163 H 0.324 -12.769 6.326  C157 1.088
164 H -0.847 -11.851 7.282  C157 1.091
165 H -1.405 -13.023 6.049  C157 1.091
166 C -4.191 10.482 8.170  N167 1.449, H171 1.092, H172 1.092, H173 1.086
167 N -4.202 10.856 6.770  C166 1.449, C168 1.358, H174 1.009
168 C -5.087 10.488 5.808  N167 1.358, C169 1.506, O170 1.225
169 C -6.218 9.574 6.202  C168 1.506, H175 1.088, H176 1.091, H177 1.091
170 O -4.951 10.897 4.662  C168 1.225
171 H -4.254 11.391 8.773  C166 1.092
172 H -3.247 9.979 8.388  C166 1.092
173 H -5.016 9.824 8.424  C166 1.086
174 H -3.474 11.468 6.432  N167 1.009
175 H -6.836 9.371 5.330  C169 1.088
176 H -5.824 8.626 6.575  C169 1.091
177 H -6.839 10.049 6.963  C169 1.091



one ends up most stable, edging out the next structure by 276.1 kJ/mol.